1.
10
Properties=species:S:1:pos:R:3 method="wB97M-V/def2-TZVPD" de_lowest_kcal_mol=20.99 largest_force_ev_per_a=6.4 orbital_gap_ev=7.4 e_lumo_ha=0.1248 smiles="C[Si](Cl)(Cl)C(=O)[O-]" total_energy_ev=-39144.205 charge=-1
C 0.000 0.432 -0.672
Si 2.069 0.151 -0.015
Cl 3.142 1.158 -1.339
Cl 2.207 1.246 1.772
C 2.877 -1.668 0.132
O 3.857 -1.499 0.879
O 2.431 -2.679 -0.424
H 0.007 1.394 -0.901
H -0.155 -0.085 -1.541
H -0.698 0.223 -0.013

2.
8
Properties=species:S:1:pos:R:3 method="wB97M-V/def2-TZVPD" de_lowest_kcal_mol=143.81 largest_force_ev_per_a=5.0 orbital_gap_ev="7.4 / 8.3" e_lumo_ha="-0.0383 / -0.0202" total_energy_ev=-36450.326
C 1.299 -0.462 -0.104
C -1.180 -0.150 0.400
P 1.332 1.114 -0.577
Cl -1.451 1.455 0.234
Cl -2.357 -1.029 -0.678
H 1.224 -1.153 0.607
H -1.387 -0.619 1.336
H 2.519 0.844 -1.217

3.
8
Properties=species:S:1:pos:R:3 method="wB97M-V/def2-TZVPD" de_lowest_kcal_mol=62.66 largest_force_ev_per_a=4.5 orbital_gap_ev=11.0 e_lumo_ha=0.0029 smiles=CC(Cl)(Cl)Cl total_energy_ev=-39687.396
C 1.525 0.869 0.119
C 0.270 0.168 0.023
Cl -1.306 1.217 0.251
Cl -0.041 -1.319 1.226
Cl 0.413 -0.454 -1.554
H 2.191 -0.010 0.737
H 1.757 1.390 -1.052
H 1.161 1.835 0.785

4.
12
Properties=species:S:1:pos:R:3 method="wB97M-V/def2-TZVPD" de_lowest_kcal_mol=6.33 s_squared=2.00 largest_force_ev_per_a=2.5 orbital_gap_ev="6.0 / 6.3" e_lumo_ha="0.2928 / 0.2927" total_energy_ev=-59786.879 multiplicity=3 charge=-3
Pd 0.534 0.076 1.746
C -0.731 0.083 -2.206
C -0.261 0.140 -0.787
O 0.922 0.474 -0.515
O -1.013 -0.241 0.151
H -0.488 1.022 -2.722
H -1.796 -0.085 -2.364
H -0.167 -0.656 -2.782
Cl -0.954 -1.251 3.427
Cl 1.660 -2.555 0.839
Cl -0.542 2.355 2.498
Cl 2.835 0.638 2.716

5.
9
Properties=species:S:1:pos:R:3 method="wB97M-V/def2-TZVPD" de_lowest_kcal_mol=58.43 largest_force_ev_per_a=5.2 orbital_gap_ev=10.8 e_lumo_ha=0.0184 smiles="FC(F)Cl.C=O" total_energy_ev=-22124.821
F 3.119 1.728 -0.500
C 3.323 0.436 -1.110
F 2.272 0.495 -2.098
Cl 4.896 0.303 -2.015
H 2.668 -0.362 -0.698
C 0.323 -0.229 -0.685
O 0.320 0.660 0.040
H 0.994 -1.162 -0.448
H -0.138 -0.255 -1.664

6.
9
Properties=species:S:1:pos:R:3 method="wB97M-V/def2-TZVPD" de_lowest_kcal_mol=4.23 largest_force_ev_per_a=2.9 orbital_gap_ev=11.9 e_lumo_ha=0.0240 smiles=OCC(F)(F)Cl total_energy_ev=-22127.172
O -2.248 -0.417 0.131
C -0.943 -0.871 0.020
C 0.068 0.276 0.017
F -0.192 1.079 -1.047
F 0.035 0.958 1.149
Cl 1.685 -0.480 -0.071
H -2.443 -0.147 -0.820
H -0.680 -1.665 0.810
H -0.880 -1.461 -0.976

7.
9
Properties=species:S:1:pos:R:3 method="wB97M-V/def2-TZVPD" de_lowest_kcal_mol=75.35 largest_force_ev_per_a=2.4 orbital_gap_ev=8.9 e_lumo_ha=-0.0341 total_energy_ev=-30911.964
C -2.026 -0.027 0.163
C 1.908 -0.011 0.619
F -1.705 -0.389 -1.059
F -3.386 -0.281 0.202
S 2.774 1.229 -0.222
Cl 2.506 -1.568 0.129
H -1.741 0.986 0.390
H -1.668 -0.496 1.039
H 3.338 0.557 -1.262

8.
8
Properties=species:S:1:pos:R:3 method="wB97M-V/def2-TZVPD" de_lowest_kcal_mol=34.64 largest_force_ev_per_a=5.3 orbital_gap_ev=9.8 e_lumo_ha=-0.0082 total_energy_ev=-25461.113
C -0.796 -0.372 -0.104
C -0.113 0.544 0.574
F 1.444 -0.561 -1.298
Cl -0.452 2.258 0.430
I 1.536 0.330 1.925
H -1.620 -0.041 -0.749
H 0.502 -0.798 -0.774
H -0.501 -1.359 -0.003

9.
8
Properties=species:S:1:pos:R:3 method="wB97M-V/def2-TZVPD" de_lowest_kcal_mol=49.64 largest_force_ev_per_a=2.8 orbital_gap_ev="9.0 / 9.0" e_lumo_ha="-0.0067 / -0.0067" total_energy_ev=-18849.560
C -0.192 -1.056 -0.115
C -1.591 0.975 0.333
N -0.949 -0.005 -0.100
F -2.730 1.205 -0.372
Cl 2.635 1.388 -0.080
H 0.710 -0.925 -0.740
H -0.572 -1.917 0.500
H 2.688 0.336 0.575

10.
10
Properties=species:S:1:pos:R:3 method="wB97M-V/def2-TZVPD" de_lowest_kcal_mol=100.87 largest_force_ev_per_a=4.2 orbital_gap_ev=9.8 e_lumo_ha=-0.0319 total_energy_ev=-22941.852
C -1.456 -0.317 -0.155
C 0.664 -0.266 0.477
N 1.183 0.915 -0.251
O 0.865 0.958 -1.435
O 1.797 1.724 0.454
F 0.805 -0.125 1.775
Cl 1.488 -1.683 -0.184
H -1.900 -1.140 0.305
H -1.882 0.597 0.149
H -1.563 -0.664 -1.135

11.
8
Properties=species:S:1:pos:R:3 method="wB97M-V/def2-TZVPD" de_lowest_kcal_mol=61.52 s_squared=2.06 largest_force_ev_per_a=2.8 orbital_gap_ev="8.6 / 8.0" e_lumo_ha="0.0380 / -0.0425" total_energy_ev=-17617.945 multiplicity=3
C -0.367 0.250 0.954
C 1.323 0.825 -0.499
N -1.651 -1.373 -0.243
N -1.137 -0.458 0.393
Cl 2.867 0.690 0.161
H -0.341 0.924 1.767
H 1.095 0.212 -1.382
H -1.789 -1.070 -1.150

12.
9
Properties=species:S:1:pos:R:3 method="wB97M-V/def2-TZVPD" de_lowest_kcal_mol=152.83 largest_force_ev_per_a=2.7 orbital_gap_ev="8.7 / 8.0" e_lumo_ha="-0.0209 / -0.0168" total_energy_ev=-19665.943
C 0.398 -1.856 0.120
C -0.818 0.243 -0.152
N -0.474 -1.054 -0.084
N 1.188 1.353 0.934
O -0.102 1.183 0.737
Cl 2.079 1.824 -0.501
H 0.187 -2.919 -0.155
H -0.669 0.600 -1.118
H -1.788 0.627 0.220

13.
9
Properties=species:S:1:pos:R:3 method="wB97M-V/def2-TZVPD" de_lowest_kcal_mol=78.57 largest_force_ev_per_a=4.3 orbital_gap_ev=9.8 e_lumo_ha=0.0020 smiles="ClN1C=NCO1" total_energy_ev=-19669.163
Cl 1.449 2.713 0.296
N -0.179 1.841 0.345
C 0.117 0.662 1.261
N 0.137 -0.412 0.634
C -0.288 -0.181 -0.678
O -0.295 1.254 -0.860
H 0.293 0.731 2.342
H 0.459 -0.663 -1.381
H -1.236 -0.544 -0.755

14.
13
Properties=species:S:1:pos:R:3 method="wB97M-V/def2-TZVPD" s_squared=2.01 largest_force_ev_per_a=1.3 orbital_gap_ev="8.4 / 8.4" e_lumo_ha="0.0002 / -0.0694" total_energy_ev=-36642.409 multiplicity=3
C 1.450 -1.616 0.398
C -0.751 -0.456 -0.636
N -0.081 2.407 0.958
N -1.384 0.495 -1.414
O -0.654 3.292 1.488
O -0.599 1.248 -2.003
O 0.659 1.540 1.294
O -2.601 0.544 -1.467
S 0.942 -0.259 -0.683
Cl -1.653 -1.579 0.255
H 0.995 -2.540 0.057
H 1.145 -1.393 1.415
H 2.531 -1.683 0.338

15.
11
Properties=species:S:1:pos:R:3 method="wB97M-V/def2-TZVPD" de_lowest_kcal_mol=46.23 largest_force_ev_per_a=3.5 orbital_gap_ev=8.3 e_lumo_ha=0.1350 total_energy_ev=-33111.999 charge=-1
H -0.340 -2.748 -1.442
N -0.737 -1.796 -1.815
C -1.380 -1.079 -1.021
Cl -1.477 -1.626 0.797
O -2.024 -0.059 -1.213
S -1.598 1.230 0.142
C -0.042 0.768 0.498
O -2.722 0.996 0.997
O -1.728 2.353 -0.772
H 0.526 1.730 0.555
H -0.005 0.241 1.449

16.
9
Properties=species:S:1:pos:R:3 method="wB97M-V/def2-TZVPD" de_lowest_kcal_mol=10.64 largest_force_ev_per_a=3.6 orbital_gap_ev=11.2 e_lumo_ha=-0.0025 smiles="C[P@](=O)(Cl)C#N" total_energy_ev=-27471.754
C -1.260 -0.027 -0.189
P 0.602 -0.272 -0.304
O 1.036 -0.236 -1.694
Cl 1.182 -2.046 0.520
C 1.359 0.926 0.682
N 1.991 1.583 1.364
H -1.890 -0.951 -0.458
H -1.421 0.198 0.993
H -1.599 0.826 -0.913

17.
8
Properties=species:S:1:pos:R:3 method="wB97M-V/def2-TZVPD" de_lowest_kcal_mol=94.76 largest_force_ev_per_a=1.1 orbital_gap_ev=8.7 e_lumo_ha=0.0279 smiles=O1[C@H]2O[C@H]12.Cl total_energy_ev=-18735.942
O -1.317 -1.013 -0.087
C -1.655 0.226 0.370
O -0.503 0.775 -0.127
C -0.180 -0.464 -0.541
H -2.623 0.668 0.262
H 0.785 -0.903 -0.604
Cl 2.985 -0.071 -0.050
H 2.509 0.783 0.777

18.
8
Properties=species:S:1:pos:R:3 method="wB97M-V/def2-TZVPD" de_lowest_kcal_mol=33.25 largest_force_ev_per_a=5.1 orbital_gap_ev=11.2 e_lumo_ha=0.0119 smiles="O=C(O)CCl" total_energy_ev=-18738.609
O 1.908 -0.867 -0.313
C 1.106 -0.076 -0.035
O 1.412 1.176 0.053
C -0.267 -0.512 0.504
Cl -2.000 0.108 -0.144
H 2.527 1.195 0.064
H -0.238 -1.435 0.058
H 0.110 -0.546 1.588

19.
8
Properties=species:S:1:pos:R:3 method="wB97M-V/def2-TZVPD" de_lowest_kcal_mol=42.74 largest_force_ev_per_a=2.5 orbital_gap_ev=11.6 e_lumo_ha=0.0335 total_energy_ev=-18738.197
C 0.892 -0.038 -0.559
C -0.646 -0.012 0.610
O 0.260 -1.045 0.196
O 0.180 0.983 0.129
Cl -2.350 -0.004 -0.191
H 1.924 -0.081 -0.309
H 0.743 0.063 -1.591
H -1.002 0.134 1.715

20.
9
Properties=species:S:1:pos:R:3 method="wB97M-V/def2-TZVPD" de_lowest_kcal_mol=39.62 largest_force_ev_per_a=5.5 orbital_gap_ev=9.1 e_lumo_ha=0.0015 total_energy_ev=-29572.996
C 0.274 0.289 -0.642
C -1.153 0.668 -0.313
O 0.995 -0.639 1.720
O -1.739 1.662 -0.441
S 0.878 -1.197 0.088
Cl -1.977 -0.666 0.505
H -0.088 -0.132 -1.974
H 0.989 1.032 -1.006
H 1.822 -1.018 2.063